Record 1
Molecular formula: C7H9NO4
Method: DFT, ωB97M-V with the def2-TZVPD basis set

Structure (XYZ):
```
21
Properties=species:S:1:pos:R:3:lowdin_charge:R:1
O -1.83276 -0.85195 -2.26221 0.0455
N -1.61080 -1.10999 -1.06836 -0.3371
O -1.56869 -2.24283 -0.63250 0.0992
C -1.20702 -0.05549 -0.24777 -0.1500
C -1.08422 -0.23102 1.16529 0.0027
C -0.58187 0.78234 1.96161 -0.0709
C -0.42224 2.07304 1.40629 -0.0470
C -0.69450 2.28982 0.08646 -0.0130
C -1.05298 1.24967 -0.74900 -0.2369
O -1.11902 1.57368 -2.06776 0.0535
H -1.11186 -1.28584 1.47656 0.1272
H -0.52156 0.49581 3.02456 0.1111
H -0.11688 2.95532 1.99997 0.1205
H -0.64908 3.16916 -0.39826 0.0892
H -1.37644 0.72083 -2.57557 0.1101
H 3.49766 -2.61566 3.09490 -0.0006
H 4.17145 -2.99247 3.08271 0.0014
C 1.80240 -0.97743 -1.85313 -0.0904
O 1.08552 -0.96674 -0.91192 0.0282
H 2.73833 -0.37520 -1.87287 0.0956
H 1.65457 -1.60504 -2.65900 0.0615
```

Properties
multiplicity	1
max |F|	3.45	eV/Å
SMILES	O=[N+]([O-])c1ccccc1O.[H][H].C=O
charge	0


Record 2
Molecular formula: C5H15N6O2
Method: DFT, ωB97M-V with the def2-TZVPD basis set

Structure (XYZ):
```
28
Properties=species:S:1:pos:R:3:lowdin_charge:R:1
C -1.63609 -1.89386 -2.78780 -0.0955
C -1.68168 -1.31791 -1.37998 -0.2550
C -0.38826 -0.55911 -1.03757 -0.1982
C -0.52094 0.10956 0.29245 -0.1755
C 1.25077 0.62583 1.16682 -0.4134
N -0.13689 1.78962 2.68508 -0.1153
N 2.82550 -0.69151 -0.00918 -0.0806
N 1.59736 1.73345 0.37226 0.1225
N 0.85706 0.94007 2.48916 0.0786
N 2.06918 -0.51097 1.08028 0.0526
N -1.13013 1.45105 0.24999 0.1501
O -0.42398 2.07214 3.82498 0.0600
O 3.41886 -1.73907 -0.06576 0.0272
H -1.58104 -1.10136 -3.52910 0.0790
H -0.77562 -2.54553 -2.90981 0.0810
H -2.53390 -2.47554 -2.97732 0.0802
H -2.54203 -0.64867 -1.29626 0.1059
H -1.81800 -2.12740 -0.66146 0.1171
H 0.43647 -1.27444 -1.02309 0.1124
H -0.16251 0.17608 -1.81331 0.1261
H -0.99760 -0.50520 1.05082 0.1363
H 2.11102 2.45493 0.86777 0.1169
H 2.12611 1.43315 -0.44135 0.0974
H 1.36380 0.54627 3.28790 0.1797
H 1.98752 -1.26173 1.77504 0.1731
H -0.99808 1.86219 1.22958 0.1125
H -2.11960 1.42490 -0.02696 0.1706
H -0.59730 2.03304 -0.41316 0.1543
```

Properties
multiplicity	1
max |F|	4.60	eV/Å
charge	+1


Record 3
Molecular formula: C9H13B
Method: DFT, ωB97M-V with the def2-TZVPD basis set

Structure (XYZ):
```
23
Properties=species:S:1:pos:R:3:lowdin_charge:R:1
B 1.28996 -0.45762 -2.27363 0.0647
C 0.58298 -0.10414 -0.94125 -0.1524
C 0.70208 -1.04314 0.11619 -0.2211
C 1.75629 -2.09641 0.02401 -0.0495
C -0.08029 -0.94342 1.29951 0.0078
C -1.01648 0.06668 1.37161 -0.2434
C -2.02133 0.20980 2.50766 -0.0219
C -0.98903 1.03560 0.40252 -0.0212
C -0.13928 1.04456 -0.69036 -0.2539
C -0.30554 2.14381 -1.63663 -0.0366
H 1.00129 -1.29803 -2.94422 0.0101
H 2.23812 0.25242 -2.61561 0.0529
H 2.51621 -2.02603 -0.74612 0.0755
H 2.37054 -1.99971 0.96227 0.1106
H 1.35823 -3.03975 0.06033 0.0528
H 0.11079 -1.74687 1.98426 0.1141
H -1.77909 -0.45846 3.23722 0.0423
H -2.05417 1.17832 2.90399 0.0674
H -2.96851 -0.07137 2.19063 0.0628
H -1.60025 1.94294 0.36321 0.1252
H 0.40116 3.01301 -1.44743 0.1286
H -0.13395 1.87206 -2.58970 0.0403
H -1.23974 2.52576 -1.53846 0.0450
```

Properties
multiplicity	1
max |F|	4.11	eV/Å
SMILES	Bc1c(C)cc(C)cc1C
charge	0


Record 4
Molecular formula: C20H29NO3
Method: DFT, ωB97M-V with the def2-TZVPD basis set

Structure (XYZ):
```
53
Properties=species:S:1:pos:R:3:lowdin_charge:R:1
C 5.11460 0.00403 3.71128 -0.0385
C 4.06208 -1.00616 3.26611 -0.4317
C 4.61698 -2.43022 3.29735 -0.0350
O 3.69462 -0.63372 1.94329 -0.0235
C 2.55850 -1.10735 1.37978 -0.2462
C 1.58928 -1.88051 2.01463 -0.0144
C 0.46650 -2.29050 1.31405 -0.0667
C 0.27277 -1.93003 -0.00446 -0.0505
C 1.22625 -1.14116 -0.64777 -0.1500
C 1.09342 -0.68263 -2.05876 -0.3243
O 2.05474 -0.58563 -2.78801 0.1139
C -0.29325 -0.23546 -2.46703 -0.2210
C -0.44437 -0.06386 -3.98165 -0.1410
C -1.41349 1.07811 -4.30456 -0.1678
C -2.49408 1.17428 -3.23462 -0.1948
N -1.91390 1.59098 -1.96749 -0.1285
C -2.82396 1.47998 -0.84283 -0.3237
C -2.45518 2.47361 0.26524 -0.1128
C -3.49688 2.39450 1.38252 -0.2119
O -3.59715 1.09519 1.91741 -0.1328
C -3.97023 0.15430 0.93956 -0.2107
C -2.95845 0.08484 -0.20560 -0.1145
C -0.55756 1.12351 -1.77629 -0.1207
C 2.36451 -0.75340 0.04386 0.0724
H 5.43765 -0.21531 4.72479 0.0818
H 4.70417 1.00964 3.67761 0.0817
H 5.97110 -0.04171 3.04426 0.0848
H 3.18841 -0.92698 3.92958 0.1378
H 5.50189 -2.48962 2.66835 0.0879
H 4.88610 -2.70213 4.31436 0.0837
H 3.88416 -3.14197 2.92452 0.0716
H 1.69416 -2.17590 3.04661 0.1060
H -0.26845 -2.90372 1.81478 0.1079
H -0.59418 -2.29459 -0.53310 0.1079
H -1.02825 -0.94793 -2.08873 0.1257
H -0.80761 -0.99793 -4.41492 0.1191
H 0.53707 0.14168 -4.41259 0.1111
H -1.87803 0.91045 -5.27688 0.1112
H -0.88402 2.02990 -4.34816 0.1148
H -3.00740 0.20030 -3.15836 0.1205
H -3.24278 1.92199 -3.51910 0.1207
H -3.80970 1.76953 -1.23170 0.1506
H -2.41678 3.48404 -0.14054 0.1221
H -1.47683 2.22936 0.68018 0.1159
H -3.22102 3.03884 2.21982 0.1239
H -4.47800 2.71432 0.99522 0.1255
H -4.03585 -0.80381 1.46042 0.1242
H -4.96467 0.40855 0.53663 0.1268
H -3.29920 -0.64677 -0.94046 0.1163
H -1.99579 -0.23504 0.19700 0.1045
H -0.33884 1.04886 -0.71058 0.1181
H 0.13290 1.86001 -2.20310 0.1390
H 3.11407 -0.15675 -0.45189 0.1334
```

Properties
multiplicity	1
max |F|	0.68	eV/Å
SMILES	CC(C)Oc1cccc(C(=O)[C@@H]2CCCN(C3CCOCC3)C2)c1
charge	0


So what do the calculations give for relative energy (zero: lowest compared OMol25 entry of this formula, charge and spin)? Going down the list: 4.663; 0.000; 0.000; 1.729 eV.
So what do the calculations give for highest occupied orbital energy? Going down the list: -9.1; -13.1; -8.5; -8.1 eV.
So what do the calculations give for orbital gap? Going down the list: 8.4; 9.0; 8.8; 8.8 eV.